{
  "formula": "C2H4N4OS",
  "method": "the ωB97M-V functional and the def2-TZVPD basis",
  "total_charge": 0,
  "lumo_energy_ev": 0.1863,
  "smiles": "Nn1c(O)n[nH]c1=S",
  "orbital_gap_ev": 8.44,
  "e_tot_ha": -770.9605,
  "max_force_ha_per_bohr": 0.154,
  "elements": ["N", "N", "C", "O", "N", "N", "C", "S", "H", "H", "H", "H"],
  "positions_angstrom": [[-0.279, 1.913, 0.255], [-0.224, 0.450, -0.096], [-1.371, -0.160, -0.184], [-2.493, 0.483, -0.144], [-1.260, -1.406, 0.005], [0.148, -1.506, 0.219], [0.791, -0.377, -0.071], [2.304, 0.088, -0.089], [0.456, 2.063, 1.045], [0.191, 2.370, -0.524], [-3.335, -0.141, 0.384], [0.560, -2.485, 0.513]],
  "atomic_forces_ev_per_a": [[2.323, -1.585, 0.459], [-1.152, 7.838, -0.566], [-2.218, -1.281, 1.798], [-5.574, -1.072, 1.705], [1.649, -2.327, 0.447], [0.105, -5.223, 0.059], [-0.001, -1.527, 1.839], [3.350, 0.418, -0.086], [-1.532, -0.836, -1.571], [-0.126, 0.044, -0.154], [4.222, 2.519, -2.609], [-1.048, 3.033, -1.320]],
  "lowdin_charge": [0.13, -0.09, -0.59, 0.06, 0.13, 0.02, -1.00, 0.64, 0.12, 0.07, 0.28, 0.21]
}

{
  "formula": "C24H21Cl3CrNO4P2SSi",
  "method": "the ωB97M-V functional and the def2-TZVPD basis",
  "total_charge": -1,
  "lumo_energy_ev": [2.3465, 2.3508],
  "s_squared": 6.027,
  "orbital_gap_ev": [7.52, 7.83],
  "e_tot_ha": -5078.6860,
  "max_force_ha_per_bohr": 0.016,
  "spin_multiplicity": 5,
  "elements": ["Cr", "N", "P", "C", "C", "C", "C", "C", "C", "C", "C", "C", "C", "C", "C", "P", "C", "C", "C", "C", "C", "C", "C", "C", "C", "C", "C", "C", "H", "H", "H", "H", "H", "H", "H", "H", "H", "H", "H", "H", "H", "H", "H", "H", "H", "H", "H", "H", "H", "O", "S", "O", "O", "O", "Cl", "Si", "Cl", "Cl"],
  "positions_angstrom": [[2.389, -1.514, -0.488], [-0.439, 0.088, 0.363], [-0.794, -1.291, -0.659], [-2.346, -1.807, 0.183], [-3.411, -0.929, 0.399], [-4.555, -1.358, 1.050], [-4.657, -2.678, 1.481], [-3.610, -3.559, 1.264], [-2.457, -3.122, 0.620], [-1.508, -0.477, -2.137], [-1.069, 0.769, -2.563], [-1.522, 1.300, -3.765], [-2.416, 0.588, -4.549], [-2.852, -0.666, -4.132], [-2.396, -1.196, -2.938], [1.186, 0.196, 0.881], [1.019, 0.276, 2.694], [0.154, 1.175, 3.320], [0.078, 1.221, 4.702], [0.874, 0.378, 5.471], [1.737, -0.514, 4.856], [1.808, -0.569, 3.469], [1.648, 1.924, 0.502], [0.714, 2.894, 0.160], [1.123, 4.193, -0.113], [2.468, 4.527, -0.045], [3.406, 3.558, 0.286], [2.997, 2.261, 0.551], [-1.105, 0.174, 1.124], [-3.348, 0.091, 0.034], [-5.376, -0.670, 1.211], [-5.555, -3.016, 1.983], [-3.684, -4.586, 1.599], [-1.626, -3.801, 0.466], [-0.341, 1.315, -1.972], [-1.151, 2.261, -4.096], [-2.759, 0.997, -5.491], [-3.538, -1.235, -4.747], [-2.733, -2.179, -2.626], [-0.449, 1.857, 2.730], [-0.593, 1.921, 5.182], [0.818, 0.420, 6.552], [2.350, -1.178, 5.452], [2.449, -1.293, 2.980], [-0.333, 2.623, 0.080], [0.391, 4.941, -0.392], [2.789, 5.538, -0.267], [4.459, 3.806, 0.315], [3.736, 1.499, 0.775], [1.398, -1.785, -2.952], [2.265, -0.627, -3.165], [1.962, 0.232, -4.266], [2.349, 0.095, -1.820], [3.723, -1.202, -3.361], [6.186, -2.133, -2.013], [4.075, -2.399, -2.099], [2.143, -3.128, 1.121], [3.927, -4.201, -3.199]],
  "atomic_forces_ev_per_a": [[-0.160, 0.160, 0.034], [0.104, -0.389, 0.247], [-0.098, 0.294, 0.040], [-0.003, -0.111, -0.099], [0.009, -0.031, -0.051], [0.007, -0.049, 0.013], [0.010, 0.051, -0.016], [0.046, 0.033, -0.015], [0.023, -0.013, 0.073], [-0.048, -0.115, 0.082], [0.104, 0.094, -0.003], [0.012, -0.039, 0.048], [-0.015, -0.066, 0.041], [0.030, 0.084, -0.020], [-0.019, 0.015, 0.014], [-0.319, 0.500, -0.053], [0.179, -0.091, 0.039], [0.041, 0.007, 0.018], [-0.009, -0.006, -0.009], [-0.020, 0.013, 0.008], [-0.035, 0.020, -0.062], [-0.012, -0.040, 0.054], [-0.053, -0.109, 0.090], [-0.022, 0.060, -0.017], [0.034, -0.030, 0.002], [-0.034, -0.035, 0.009], [-0.022, -0.005, -0.011], [0.040, 0.021, 0.006], [-0.061, 0.254, -0.156], [0.005, 0.000, -0.011], [-0.006, 0.002, 0.004], [-0.006, 0.002, 0.002], [0.001, -0.005, 0.002], [0.001, -0.006, -0.009], [-0.045, -0.039, -0.053], [0.003, 0.006, -0.004], [-0.002, 0.003, -0.005], [-0.008, 0.003, -0.005], [0.011, 0.001, 0.006], [0.023, 0.006, -0.020], [-0.004, 0.001, 0.003], [-0.007, 0.006, 0.002], [0.010, -0.004, -0.003], [-0.004, 0.031, 0.016], [0.015, 0.004, 0.011], [-0.005, 0.006, 0.004], [-0.001, 0.006, -0.004], [0.004, 0.003, 0.001], [-0.010, -0.007, 0.002], [0.095, 0.188, -0.205], [-0.017, -0.112, 0.468], [0.155, 0.073, 0.205], [0.026, -0.498, -0.512], [-0.191, -0.207, 0.201], [-0.204, -0.038, 0.023], [0.381, 0.152, -0.741], [0.013, -0.199, 0.128], [0.060, 0.147, 0.189]],
  "lowdin_spin": [3.81, 0.01, 0.02, 0.00, 0.00, 0.00, 0.00, 0.00, 0.00, 0.00, 0.00, 0.00, 0.00, 0.00, 0.00, 0.02, 0.00, 0.00, 0.00, 0.00, 0.00, 0.00, 0.00, 0.00, 0.00, 0.00, 0.00, 0.00, 0.00, 0.00, 0.00, 0.00, 0.00, 0.00, 0.00, 0.00, 0.00, 0.00, 0.00, 0.00, 0.00, 0.00, 0.00, 0.00, 0.00, 0.00, 0.00, 0.00, 0.00, 0.03, 0.01, 0.00, 0.03, 0.00, -0.01, 0.02, 0.06, 0.00]
}

{
  "formula": "C7H10INSi",
  "method": "the ωB97M-V functional and the def2-TZVPD basis",
  "total_charge": 0,
  "lumo_energy_ev": 0.5677,
  "smiles": "C[Si@@H](I)Nc1ccccc1",
  "orbital_gap_ev": 9.16,
  "e_tot_ha": -914.6883,
  "max_force_ha_per_bohr": 0.078,
  "elements": ["C", "Si", "I", "N", "C", "C", "C", "C", "C", "C", "H", "H", "H", "H", "H", "H", "H", "H", "H", "H"],
  "positions_angstrom": [[2.325, 3.165, 0.295], [1.692, 1.197, -0.659], [3.567, -0.373, -0.186], [0.321, 0.805, 0.218], [-0.571, -0.290, 0.076], [-1.811, -0.272, 0.678], [-2.657, -1.364, 0.493], [-2.232, -2.528, -0.196], [-0.952, -2.546, -0.707], [-0.182, -1.424, -0.674], [2.125, 4.050, -0.310], [1.635, 3.122, 1.108], [3.443, 3.130, 0.562], [1.366, 1.386, -2.135], [0.220, 1.153, 1.196], [-2.151, 0.509, 1.287], [-3.621, -1.343, 1.163], [-2.727, -3.493, -0.205], [-0.715, -3.509, -1.053], [0.923, -1.375, -0.952]],
  "atomic_forces_ev_per_a": [[1.097, -2.681, -1.742], [1.910, 3.496, 0.223], [-0.183, 0.246, -0.267], [-1.566, -0.303, 2.127], [0.468, -0.455, -1.171], [-0.358, -1.562, -0.962], [-1.549, -1.027, 1.705], [-0.406, 1.110, 1.243], [-1.291, 0.190, -0.040], [2.827, 1.645, 0.750], [-0.077, -0.314, -0.171], [-0.073, 0.225, 0.958], [-1.946, -0.111, -0.177], [0.320, -0.491, 0.812], [0.424, 0.001, -1.338], [-0.220, 1.186, 0.687], [1.722, -0.240, -1.800], [-0.602, 0.466, 0.124], [1.218, -0.765, -0.886], [-1.716, -0.615, -0.076]],
  "lowdin_charge": [-0.18, 0.19, 0.37, -0.16, -0.33, -0.06, -0.08, -0.10, -0.11, -0.06, -0.01, -0.05, 0.02, -0.03, 0.12, 0.09, 0.14, 0.10, 0.09, 0.04]
}

{
  "formula": "C41H46N2O11P2",
  "method": "the ωB97M-V functional and the def2-TZVPD basis",
  "total_charge": 0,
  "lumo_energy_ev": -1.9992,
  "smiles": "CCCCCCCCCc1ccc(P(N)O)c2c1C(=O)C(CCC(N)=O)=C(P(C)O)C2=O.O=C1C=CC(=O)C=C1.O=C1C=CC(=O)C=C1.O=C1C=CC(=O)C=C1",
  "orbital_gap_ev": 6.19,
  "e_tot_ha": -3209.7179,
  "max_force_ha_per_bohr": 0.028,
  "elements": ["C", "C", "C", "C", "C", "C", "C", "C", "C", "C", "C", "C", "C", "P", "N", "O", "C", "C", "C", "O", "C", "C", "C", "C", "N", "O", "C", "P", "C", "O", "C", "O", "H", "H", "H", "H", "H", "H", "H", "H", "H", "H", "H", "H", "H", "H", "H", "H", "H", "H", "H", "H", "H", "H", "H", "H", "H", "H", "H", "H", "H", "H", "H", "H", "H", "H", "O", "C", "C", "C", "C", "O", "C", "C", "H", "H", "H", "H", "O", "C", "C", "C", "C", "O", "C", "C", "H", "H", "H", "H", "O", "C", "C", "C", "C", "O", "C", "C", "H", "H", "H", "H"],
  "positions_angstrom": [[7.044, 2.205, 4.165], [6.189, 1.202, 3.378], [5.425, 1.892, 2.232], [5.946, 1.529, 0.818], [4.815, 1.085, -0.130], [4.589, -0.441, -0.116], [3.317, -0.855, 0.667], [2.202, -1.370, -0.277], [0.801, -0.945, 0.168], [0.154, -1.779, 1.256], [0.904, -2.754, 1.929], [0.362, -3.566, 2.923], [-0.975, -3.430, 3.293], [-1.628, -4.588, 4.584], [-2.251, -3.528, 5.821], [-0.215, -5.112, 5.256], [-1.746, -2.454, 2.634], [-1.201, -1.631, 1.628], [-2.096, -0.638, 0.984], [-1.880, -0.180, -0.117], [-3.331, -0.209, 1.696], [-3.972, 1.079, 1.301], [-3.014, 2.225, 0.989], [-2.339, 2.758, 2.230], [-1.742, 4.000, 2.099], [-2.314, 2.142, 3.264], [-3.841, -1.024, 2.630], [-5.396, -0.737, 3.582], [-6.617, -0.583, 2.192], [-5.211, 0.814, 4.162], [-3.178, -2.303, 2.957], [-3.802, -3.202, 3.459], [6.444, 3.090, 4.356], [7.423, 1.784, 5.091], [7.884, 2.526, 3.553], [5.493, 0.705, 4.049], [6.862, 0.440, 2.991], [4.368, 1.655, 2.315], [5.516, 2.971, 2.330], [6.707, 0.758, 0.879], [6.407, 2.413, 0.381], [3.909, 1.618, 0.143], [5.064, 1.391, -1.146], [4.525, -0.835, -1.125], [5.448, -0.927, 0.340], [2.916, -0.013, 1.225], [3.586, -1.611, 1.401], [2.240, -2.448, -0.387], [2.361, -0.919, -1.245], [0.765, 0.110, 0.432], [0.149, -1.042, -0.692], [1.937, -2.920, 1.675], [0.971, -4.313, 3.407], [-1.560, -3.485, 6.569], [-2.322, -2.585, 5.447], [0.312, -4.394, 5.640], [-4.668, 1.420, 2.056], [-4.552, 0.905, 0.392], [-2.278, 1.988, 0.229], [-3.608, 3.047, 0.588], [-1.971, 4.613, 2.871], [-2.014, 4.474, 1.247], [-7.432, -1.266, 2.397], [-6.158, -0.911, 1.262], [-6.975, 0.435, 2.062], [-6.074, 1.068, 4.507], [-2.463, 6.398, 0.261], [-2.479, 6.549, -0.945], [-3.725, 6.928, -1.654], [-3.743, 7.090, -2.974], [-2.516, 6.901, -3.791], [-2.533, 7.051, -4.992], [-1.270, 6.523, -3.078], [-1.253, 6.360, -1.758], [-4.606, 7.061, -1.039], [-4.640, 7.365, -3.514], [-0.388, 6.390, -3.691], [-0.356, 6.085, -1.216], [3.085, -2.360, -3.005], [2.966, -2.244, -4.205], [1.760, -1.594, -4.772], [1.597, -1.469, -6.086], [2.620, -1.971, -7.038], [2.477, -1.857, -8.236], [3.832, -2.617, -6.467], [3.994, -2.743, -5.152], [1.036, -1.235, -4.053], [0.726, -0.998, -6.524], [4.564, -2.974, -7.180], [4.866, -3.211, -4.714], [-4.752, -4.921, -4.199], [-3.731, -4.376, -3.844], [-2.398, -4.927, -4.205], [-1.276, -4.329, -3.814], [-1.310, -3.087, -3.003], [-0.289, -2.538, -2.647], [-2.639, -2.535, -2.641], [-3.761, -3.133, -3.031], [-2.399, -5.833, -4.797], [-0.295, -4.713, -4.063], [-2.634, -1.629, -2.046], [-4.742, -2.750, -2.779]],
  "atomic_forces_ev_per_a": [[-0.287, -0.179, -0.435], [0.237, 0.537, 0.207], [0.607, -0.515, -0.223], [-0.849, 0.518, -0.057], [0.770, -0.448, -0.258], [-0.539, 0.249, 0.672], [0.088, -0.460, -0.648], [-0.105, 0.860, 1.149], [-0.362, -0.782, -0.310], [0.202, -0.052, 0.181], [-0.483, -0.160, 0.194], [-0.396, 0.581, -0.485], [-0.007, 0.393, 0.187], [-0.859, -0.799, -0.316], [0.822, 0.210, -0.345], [0.091, 0.457, 0.262], [0.828, 0.003, -0.186], [0.451, -0.479, 0.492], [0.020, -0.106, 0.042], [0.074, 0.103, -0.543], [-0.035, -0.153, 0.878], [0.237, 0.201, -0.735], [-0.263, 0.397, 0.050], [0.255, 0.089, -0.135], [-0.654, 0.346, -0.347], [-0.081, -0.327, 0.519], [-0.293, 0.796, -0.043], [-0.443, -0.923, 0.695], [0.537, -0.108, -0.167], [0.012, 0.143, -0.681], [0.154, 0.466, -0.482], [-0.333, -0.816, 0.570], [0.000, 0.121, 0.371], [0.058, 0.049, 0.149], [0.167, 0.037, -0.006], [-0.085, -0.053, 0.110], [-0.108, -0.236, -0.123], [-0.161, -0.042, -0.078], [-0.135, 0.144, 0.221], [0.147, -0.134, -0.054], [0.223, 0.043, 0.029], [-0.227, 0.048, -0.058], [0.040, 0.071, -0.087], [-0.058, -0.040, -0.191], [0.225, 0.011, 0.005], [0.087, 0.200, 0.128], [-0.056, -0.103, 0.144], [0.098, -0.155, -0.287], [0.026, -0.068, -0.289], [0.089, 0.166, 0.120], [-0.057, 0.070, -0.167], [0.133, 0.151, -0.120], [0.133, -0.071, -0.017], [-0.220, -0.008, 0.080], [-0.223, 0.027, 0.246], [0.079, -0.136, -0.068], [0.011, -0.147, 0.198], [-0.041, -0.105, -0.121], [0.091, -0.137, -0.044], [-0.073, 0.068, -0.118], [0.518, -0.152, 0.286], [0.170, 0.082, -0.021], [-0.288, 0.069, 0.101], [-0.014, 0.062, -0.164], [-0.113, 0.098, 0.044], [0.093, 0.122, 0.259], [-0.059, -0.068, -0.038], [0.024, 0.035, -0.017], [-0.019, 0.021, -0.018], [-0.014, -0.006, 0.039], [0.002, 0.007, -0.023], [-0.001, -0.003, 0.000], [0.010, -0.011, 0.040], [0.024, -0.013, -0.023], [0.019, -0.004, 0.028], [0.017, 0.000, -0.031], [-0.017, 0.010, -0.029], [-0.017, 0.003, 0.029], [0.304, -0.139, -0.134], [-0.188, 0.025, 0.073], [0.005, 0.117, -0.192], [0.029, -0.026, 0.032], [-0.018, 0.015, -0.009], [0.010, -0.013, -0.003], [-0.005, -0.008, 0.052], [0.020, -0.021, -0.021], [0.008, -0.017, 0.043], [0.018, 0.000, -0.037], [-0.021, 0.014, -0.030], [-0.008, 0.009, 0.024], [-0.005, -0.008, -0.018], [-0.026, 0.009, 0.020], [0.043, 0.016, 0.006], [0.003, -0.027, -0.023], [-0.095, 0.008, 0.083], [0.043, -0.044, -0.040], [-0.068, 0.042, 0.019], [0.040, -0.001, 0.001], [-0.037, -0.003, 0.001], [0.014, 0.019, 0.020], [0.063, -0.002, 0.011], [-0.020, -0.029, -0.014]],
  "lowdin_charge": [-0.12, -0.26, -0.20, -0.20, -0.20, -0.18, -0.18, -0.20, -0.14, -0.10, 0.00, -0.06, -0.27, 0.85, -0.17, -0.34, -0.09, -0.02, -0.26, 0.09, -0.12, -0.14, -0.10, -0.52, 0.15, 0.09, -0.21, 0.94, -0.26, -0.33, -0.40, 0.04, 0.06, 0.06, 0.07, 0.10, 0.09, 0.09, 0.10, 0.09, 0.10, 0.10, 0.10, 0.09, 0.10, 0.10, 0.09, 0.11, 0.09, 0.13, 0.08, 0.10, 0.10, 0.03, 0.02, 0.05, 0.09, 0.13, 0.11, 0.12, 0.11, 0.05, 0.02, 0.03, 0.04, 0.04, 0.08, -0.38, 0.02, 0.03, -0.38, 0.12, 0.03, 0.02, 0.12, 0.12, 0.12, 0.12, 0.10, -0.37, 0.02, 0.02, -0.39, 0.10, 0.02, 0.02, 0.10, 0.12, 0.12, 0.12, 0.11, -0.38, 0.02, 0.03, -0.36, 0.09, 0.03, 0.03, 0.12, 0.12, 0.11, 0.12]
}